No. 1
Below is CH6NP3 as an isolated structure, with properties calculated with ωB97M-V/def2-TZVPD.

```
11
Properties=species:S:1:pos:R:3:forces:R:3
C -0.4453 -0.1420 -0.4620 -2.6 0.1 0.9
N -0.3651 -1.3740 -0.4909 0.6 -0.7 -0.5
P -2.5075 0.7552 0.2807 1.6 -0.8 -2.1
P 2.5330 0.5671 0.4067 0.8 0.1 0.2
P 0.6623 1.2774 -0.6291 0.8 -1.0 -0.4
H 0.5650 -1.7638 -0.7790 -0.7 0.5 0.3
H -2.8290 -0.2240 1.2122 0.2 -0.6 0.3
H -3.1826 0.0341 -0.7878 0.3 0.5 0.6
H 2.3389 -0.5448 1.3011 -0.6 0.4 -0.5
H 3.2437 -0.2363 -0.5463 -0.6 0.4 0.0
H -0.0135 1.6511 0.4945 0.3 1.1 1.1
```
Positions in Å, forces in eV/Å.

The value obtained for the relative energy (zero: lowest compared OMol25 entry of this formula, charge and spin) is 34.1 kJ/mol. Its charge is 0. The HOMO-LUMO gap is 8.5 eV. The largest force on an atom is 2.8 eV/Å. For the molar mass, the calculation gives 124.99 g mol⁻¹. For the HOMO energy, the calculation gives -8.42 eV. For the LUMO energy, the calculation gives 0.004 Ha.

No. 2
Below is a 2-piece molecular cluster, C5H13O overall, with properties calculated with ωB97M-V/def2-TZVPD.

```
19
Properties=species:S:1:pos:R:3:forces:R:3
C 1.4213 -0.8953 -0.8057 0.9 -0.4 -1.2
O 0.8133 0.3305 -0.6827 0.0 -0.5 -0.1
C 2.9424 -0.7222 -0.8310 -0.3 -0.1 -2.4
H 1.0988 -1.3869 -1.7688 -0.2 0.4 0.6
H 1.1265 -1.6276 -0.0268 -0.3 0.5 0.0
H 3.4755 -1.6679 -1.1026 -0.4 0.8 0.5
H 3.2068 -0.3326 0.1097 0.9 0.4 1.1
H 3.1676 0.0530 -1.6428 -0.1 -1.1 1.2
C -0.8302 0.6212 1.6271 0.1 -0.3 1.2
C -1.7973 1.1728 0.5592 0.6 0.8 0.1
C -2.2302 0.0424 -0.4248 2.1 1.2 0.0
H -1.2356 -0.3261 2.0931 0.3 0.9 -0.4
H -0.6366 1.3530 2.4753 -0.3 -0.8 -1.0
H 0.1717 0.3604 1.2110 -0.8 0.3 0.3
H -1.1989 1.9754 0.0116 -1.0 -0.9 0.5
H -2.6618 1.6943 1.0781 0.8 -0.7 -0.7
H -3.0473 0.3876 -1.0530 0.2 -0.2 -0.3
H -1.2558 -0.2276 -0.9849 -2.0 0.3 0.5
H -2.5304 -0.8043 0.1580 -0.4 -0.6 0.2
```
Positions in Å, forces in eV/Å.

The value obtained for the relative energy (zero: lowest compared OMol25 entry of this formula, charge and spin) is 83.4 kJ/mol. Its charge is 0. Its spin multiplicity is 2. The HOMO-LUMO gap (spin up / spin down) is 11.7 / 8.5 eV. The largest force on an atom is 2.5 eV/Å. For the molar mass, the calculation gives 89.16 g mol⁻¹. For the HOMO energy (spin up / spin down), the calculation gives -10.66 / -10.14 eV. For the LUMO energy (spin up / spin down), the calculation gives 0.039 / -0.060 Ha.

No. 3
Below is a 6-piece molecular cluster, H12O6 overall, with properties calculated with ωB97M-V/def2-TZVPD.

```
18
Properties=species:S:1:pos:R:3:forces:R:3
O -1.5123 -0.4540 0.1092 -1.1 -0.4 0.5
H -0.7959 -0.0963 -0.3768 1.1 0.3 -0.9
H -1.8383 0.3170 0.5709 -0.2 0.1 0.3
O -3.5237 -1.1378 -1.7929 2.0 2.9 3.9
H -3.5637 -1.4207 -0.8398 0.3 0.4 -1.6
H -3.9357 -1.7559 -2.2838 -2.3 -3.3 -2.4
O 3.1584 0.0787 -1.8543 -1.3 2.1 -0.5
H 3.8530 -0.3667 -1.4402 1.6 -1.8 0.9
H 3.1933 0.9058 -1.3389 -0.4 -0.2 -0.5
O -0.2051 -1.2498 2.4032 -2.3 2.2 0.5
H -0.9150 -1.3648 3.0685 0.8 0.0 -0.6
H 0.3690 -1.9554 2.4951 1.8 -2.2 0.4
O -0.0942 4.6681 0.3149 -0.1 0.1 0.0
H -0.9828 4.6864 0.6866 0.1 0.0 0.0
H 0.1057 5.5918 0.1335 0.0 0.0 0.0
O 2.4963 -1.8718 0.1309 0.6 -1.5 0.4
H 1.5861 -1.7216 -0.1213 -0.3 0.1 -0.2
H 2.6048 -2.8530 0.1354 -0.2 1.2 0.0
```
Positions in Å, forces in eV/Å.

The value obtained for the relative energy (zero: lowest compared OMol25 entry of this formula, charge and spin) is 226.4 kJ/mol. Its SMILES is O.O.O.O.O.O. Its charge is 0. The HOMO-LUMO gap is 11.3 eV. The largest force on an atom is 5.2 eV/Å. For the molar mass, the calculation gives 108.09 g mol⁻¹. For the HOMO energy, the calculation gives -10.67 eV. For the LUMO energy, the calculation gives 0.022 Ha.

No. 4
Below is C19H22Cl4N6OSSiTi as an isolated structure, with properties calculated with ωB97M-V/def2-TZVPD.

```
55
Properties=species:S:1:pos:R:3:forces:R:3
Ti 0.4387 1.0624 -0.0275 0.0 -0.1 -0.1
N 0.2853 2.6703 -4.8972 0.0 0.0 0.0
C -0.5367 2.1605 -3.8823 0.0 0.0 0.0
S -2.2041 2.5920 -3.9567 0.0 0.0 0.0
N 0.1321 1.4333 -3.0288 0.0 0.0 0.0
N -0.5353 0.8549 -1.9671 0.0 0.0 0.0
C -1.5476 0.1086 -2.2094 0.0 0.0 0.0
C -2.2963 -0.6105 -1.1909 0.0 0.0 0.0
C -3.1951 -1.5988 -1.5966 0.0 0.0 0.0
C -3.9438 -2.3206 -0.6853 0.0 0.0 0.0
C -3.8044 -2.0328 0.6727 0.0 0.0 0.0
C -2.9387 -1.0468 1.1005 0.0 0.0 0.0
C -2.1597 -0.3151 0.1850 0.0 0.0 0.0
O -1.3442 0.6121 0.6132 0.0 0.0 0.0
H -0.1012 3.5165 -5.2852 0.0 0.0 0.0
H 1.2450 2.7561 -4.5890 0.0 0.0 0.0
H -1.8527 -0.0295 -3.2432 0.0 0.0 0.0
H -3.2955 -1.7928 -2.6597 0.0 0.0 0.0
H -4.6283 -3.0898 -1.0204 0.0 0.0 0.0
H -4.3833 -2.5868 1.4039 0.0 0.0 0.0
H -2.8243 -0.8121 2.1515 0.0 0.0 0.0
C 1.0463 2.3101 3.5852 0.0 0.0 0.0
C 1.2888 0.8682 3.2535 0.0 0.0 0.0
C 1.6899 -0.0501 4.2176 0.0 0.0 0.0
C 1.8883 -1.3731 3.8311 0.0 0.0 0.0
C 1.6966 -1.7691 2.5266 0.0 0.0 0.0
C 1.2959 -0.7977 1.5807 0.0 0.0 0.0
N 1.1078 0.4885 1.9926 0.0 0.0 0.0
N 1.0500 -0.9519 0.2676 0.0 0.0 0.0
Si 1.4438 -2.3111 -0.7029 0.0 0.0 0.0
C 3.2632 -2.7660 -0.5045 0.0 0.0 0.0
C 0.3939 -3.8156 -0.2632 0.0 0.0 0.0
C 1.1515 -1.9223 -2.5049 0.0 0.0 0.0
H 0.2359 2.4133 4.3083 0.0 0.0 0.0
H 0.7790 2.8862 2.7044 0.0 0.0 0.0
H 1.9368 2.7614 4.0255 0.0 0.0 0.0
H 1.8389 0.2693 5.2404 0.0 0.0 0.0
H 2.1954 -2.1071 4.5696 0.0 0.0 0.0
H 1.8361 -2.7974 2.2235 0.0 0.0 0.0
H 3.5250 -3.0021 0.5291 0.0 0.0 0.0
H 3.8760 -1.9163 -0.8159 0.0 0.0 0.0
H 3.5236 -3.6266 -1.1281 0.0 0.0 0.0
H 0.5616 -4.1610 0.7598 0.0 0.0 0.0
H 0.6012 -4.6497 -0.9408 0.0 0.0 0.0
H -0.6646 -3.5551 -0.3563 0.0 0.0 0.0
H 1.5092 -0.9233 -2.7653 0.0 0.0 0.0
H 0.0888 -1.9656 -2.7516 0.0 0.0 0.0
H 1.6724 -2.6552 -3.1290 0.0 0.0 0.0
Cl 2.6013 1.7938 -0.6288 0.0 0.0 0.0
Cl 0.1658 6.8491 -0.0965 0.0 0.0 0.0
C -0.8393 5.6449 0.5910 0.0 0.0 0.0
Cl -0.1489 5.7947 3.1507 0.0 0.0 0.0
Cl -2.5134 5.9834 0.6939 0.0 0.0 0.0
C -0.4623 4.3095 0.3971 0.0 0.0 0.0
N -0.1444 3.2128 0.2521 0.0 0.0 0.0
```
Positions in Å, forces in eV/Å.

The value obtained for the relative energy (zero: lowest compared OMol25 entry of this formula, charge and spin) is 0.0 kJ/mol. Its charge is -2. Its spin multiplicity is 3. The HOMO-LUMO gap (spin up / spin down) is 6.6 / 6.1 eV. The largest force on an atom is 0.1 eV/Å. For the molar mass, the calculation gives 600.26 g mol⁻¹. For the HOMO energy (spin up / spin down), the calculation gives -2.10 / -2.11 eV. For the LUMO energy (spin up / spin down), the calculation gives 0.165 / 0.148 Ha.

No. 5
Below is C44H28ClN4W as an isolated structure, with properties calculated with ωB97M-V/def2-TZVPD.

```
78
Properties=species:S:1:pos:R:3:forces:R:3
W -0.3313 -0.3741 -0.6155 -0.1 -0.3 -0.3
C 2.9654 6.1976 -3.3056 0.0 0.1 0.0
C 2.6164 5.1852 -4.1864 0.0 -0.1 0.0
C 2.0571 4.0068 -3.7080 -0.1 0.0 -0.1
C 1.8453 3.8398 -2.3440 -0.1 0.0 0.1
C 2.1770 4.8678 -1.4641 0.1 0.0 -0.1
C 2.7409 6.0417 -1.9441 0.0 0.0 0.0
C 1.2378 2.5958 -1.7809 -0.2 0.3 0.0
C -0.0652 2.6707 -1.2998 0.0 0.0 -0.3
C -0.9189 3.7991 -1.5001 0.0 0.0 0.0
C -2.1604 3.4490 -1.0816 -0.1 0.0 -0.1
C -2.0756 2.1261 -0.5500 0.2 0.1 0.1
C -3.0744 1.5047 0.1858 0.0 0.0 0.1
C -4.4310 2.1265 0.2557 0.0 -0.1 -0.1
C -5.4868 1.5359 -0.4381 0.0 0.1 0.1
C -6.7582 2.0905 -0.3787 0.0 0.0 0.0
C -6.9831 3.2316 0.3808 0.0 0.0 0.0
C -5.9366 3.8168 1.0790 0.0 0.0 0.0
C -4.6629 3.2679 1.0168 0.0 0.0 0.0
C -2.8229 0.3921 0.9813 0.1 0.1 -0.1
N -1.6485 -0.3441 0.9704 0.1 -0.1 0.1
C -1.7599 -1.2440 2.0221 0.0 -0.1 -0.1
C -0.8332 -2.2225 2.3594 -0.2 0.0 0.1
C -1.0996 -3.0546 3.5701 0.0 0.1 0.1
C -0.9816 -2.4814 4.8360 0.0 0.0 0.0
C -1.2257 -3.2402 5.9722 0.0 0.0 0.0
C -1.5984 -4.5735 5.8507 0.0 0.1 0.0
C -1.7227 -5.1458 4.5927 0.0 0.0 0.0
C -1.4726 -4.3905 3.4548 0.0 0.0 0.0
C 0.3060 -2.4843 1.6155 0.1 -0.1 -0.1
C 1.2374 -3.5272 1.8884 0.0 -0.1 0.1
C 2.1676 -3.5130 0.8981 0.0 -0.1 -0.1
C 1.8421 -2.4330 0.0282 0.2 0.2 0.1
N 0.6915 -1.8090 0.4724 0.0 0.2 0.0
C 2.6511 -1.9769 -1.0152 -0.1 -0.1 0.1
C 2.5263 -0.7044 -1.5562 0.1 0.0 0.1
C 3.4578 -0.1185 -2.4643 0.0 0.1 0.0
C 3.1516 1.2003 -2.5599 0.1 0.0 -0.1
C 1.9570 1.4147 -1.8091 0.1 -0.1 0.1
N 1.5800 0.2426 -1.1818 -0.3 -0.2 -0.3
C 3.7533 -2.8698 -1.4699 0.0 0.0 0.0
C 3.4415 -4.0909 -2.0646 0.0 0.0 0.0
C 4.4514 -4.9459 -2.4804 0.1 0.0 0.0
C 5.7821 -4.5932 -2.2938 -0.1 0.0 0.0
C 6.0993 -3.3846 -1.6897 0.0 0.0 0.0
C 5.0908 -2.5254 -1.2806 0.0 0.0 0.0
C -3.0150 -1.0615 2.6735 0.0 0.0 0.1
C -3.6760 -0.0708 2.0208 -0.1 -0.1 0.0
N -0.7891 1.6359 -0.7326 0.1 0.2 0.2
H 3.4033 7.1142 -3.6812 0.0 0.0 0.0
H 2.7698 5.3138 -5.2508 0.0 0.0 0.0
H 1.7415 3.2303 -4.3981 0.1 0.0 0.0
H 1.9939 4.7302 -0.4038 0.0 0.1 0.0
H 3.0027 6.8348 -1.2553 0.0 0.0 0.0
H -0.6041 4.7305 -1.9433 0.0 0.0 0.0
H -3.0652 4.0368 -1.1137 0.1 0.0 0.0
H -5.3049 0.6446 -1.0277 0.0 0.0 0.0
H -7.5718 1.6303 -0.9249 0.0 0.0 0.0
H -7.9749 3.6627 0.4303 0.0 0.0 0.0
H -6.1126 4.7026 1.6764 0.0 0.0 0.0
H -3.8457 3.7207 1.5680 0.0 0.0 0.0
H -0.6888 -1.4408 4.9256 0.0 0.0 0.0
H -1.1248 -2.7903 6.9515 0.0 0.0 0.0
H -1.7922 -5.1657 6.7364 0.0 0.0 0.0
H -2.0189 -6.1829 4.4950 0.0 0.0 0.0
H -1.5745 -4.8361 2.4706 0.0 0.0 0.1
H 1.1887 -4.1902 2.7392 0.0 0.1 -0.1
H 3.0242 -4.1601 0.7851 -0.1 0.1 0.0
H 4.2657 -0.6411 -2.9498 0.0 0.0 0.1
H 3.6817 1.9549 -3.1199 -0.1 0.0 0.0
H 2.4019 -4.3635 -2.2108 0.0 0.0 0.0
H 4.2002 -5.8877 -2.9510 0.0 0.0 0.0
H 6.5696 -5.2628 -2.6158 0.0 0.0 0.0
H 7.1348 -3.1126 -1.5306 0.0 0.0 0.0
H 5.3389 -1.5894 -0.7935 0.0 0.0 0.0
H -3.3542 -1.6342 3.5228 0.0 0.0 -0.1
H -4.6551 0.3310 2.2339 0.1 0.0 0.0
Cl -1.3261 -1.4401 -2.2943 0.0 0.0 0.0
```
Positions in Å, forces in eV/Å.

The value obtained for the relative energy (zero: lowest compared OMol25 entry of this formula, charge and spin) is 0.0 kJ/mol. Its charge is +1. The HOMO-LUMO gap (spin up / spin down) is 5.8 / 5.8 eV. The largest force on an atom is 0.5 eV/Å. For the molar mass, the calculation gives 832.03 g mol⁻¹. For the HOMO energy (spin up / spin down), the calculation gives -10.10 / -10.09 eV. For the LUMO energy (spin up / spin down), the calculation gives -0.159 / -0.160 Ha.

No. 6
Below is C12H34Ba3F3O10 as an isolated structure, with properties calculated with ωB97M-V/def2-TZVPD.

```
62
Properties=species:S:1:pos:R:3:forces:R:3
Ba -2.4910 3.8108 -5.2225 0.4 -0.2 0.2
Ba -6.0166 -0.7926 -1.6240 0.2 -0.3 0.5
Ba 3.5558 2.1426 -7.6354 0.0 -0.1 0.3
C -1.4325 -6.7335 -1.7764 0.8 4.4 -1.1
O -0.0283 -6.5494 -2.1486 -0.4 -1.1 1.6
O -2.1630 -5.6283 -2.3888 1.1 -3.6 1.3
C -1.8716 -8.2001 -1.9043 -1.4 -1.1 -1.8
F -1.0361 -9.0489 -1.2995 0.4 0.5 -0.1
F -3.0866 -8.4532 -1.4025 -0.3 0.8 1.1
F -2.0472 -8.6129 -3.1884 1.1 0.5 0.1
C 0.9785 -6.6157 -1.0523 0.6 0.2 -2.1
C 2.3238 -6.4000 -1.7723 -1.0 -0.6 1.3
H 3.0617 -6.7087 -1.0319 0.4 0.5 0.0
H 2.4096 -7.1452 -2.5631 0.0 0.7 -0.5
H 2.3335 -5.3281 -1.9700 0.7 -0.3 -0.8
H 1.0901 -7.5749 -0.5468 -1.0 -0.1 0.1
H 0.9098 -5.7646 -0.3748 -0.8 -0.2 0.3
H -1.4652 -6.4571 -0.7225 -0.3 -0.3 0.7
O -1.6591 1.8341 -0.8483 3.0 -1.3 0.3
C -0.5824 0.9910 -0.4628 -3.2 1.7 0.3
C 0.8206 0.9440 -1.2621 0.6 -0.2 -4.5
O 0.7533 0.8823 -2.6930 -0.4 0.0 3.7
H -1.1154 0.0428 -0.3924 0.8 -1.3 -1.2
H -0.2991 1.0717 0.5866 0.5 1.1 0.2
H 1.5859 0.2853 -0.8515 -0.7 -1.2 0.1
H 1.3884 1.8547 -1.0716 -0.9 1.3 0.4
C 4.7600 6.4818 -2.2720 0.6 0.9 1.2
O 5.1656 7.8276 -2.6859 -0.7 -2.0 0.1
H 3.7857 6.4387 -1.7850 -0.5 0.4 -0.5
H 4.8335 5.6703 -2.9960 0.1 0.3 -0.5
H 5.3977 6.2212 -1.4273 0.4 0.0 -0.3
H 4.6655 8.0211 -3.4821 0.0 0.3 -0.1
C -7.7512 2.6460 2.7099 1.1 0.8 0.2
O -8.1963 1.4022 2.1644 -0.1 0.8 0.4
H -7.0200 3.1224 2.0568 -0.1 -0.2 -0.3
H -8.5238 3.3861 2.9185 -0.4 -0.2 -0.4
H -7.2266 2.5252 3.6576 0.0 -0.4 0.1
H -8.8735 1.1968 2.8130 -0.3 -0.8 -0.3
C 8.1001 1.1474 -3.4898 0.0 -0.6 1.0
O 7.0006 0.4091 -4.1249 0.9 1.4 0.0
H 8.9189 1.4397 -4.1472 -0.4 -0.6 -0.6
H 7.8631 2.0645 -2.9506 -1.0 0.2 -0.3
H 8.5139 0.5377 -2.6866 0.2 -0.3 -0.3
H 6.5003 -0.0195 -3.4267 0.2 0.0 0.1
C -3.3904 7.4546 1.9201 0.9 1.1 -1.2
O -2.9948 6.2497 2.4638 0.0 -1.7 0.7
H -3.1024 7.4016 0.8702 -0.5 0.5 -0.5
H -4.4484 7.6932 2.0287 0.0 0.1 0.2
H -2.7166 8.2228 2.2996 -0.5 0.3 0.4
H -2.9821 5.6228 1.7369 0.0 -0.2 0.4
C -4.8907 -2.5883 4.0210 0.8 -1.2 -0.4
O -5.3327 -3.0307 2.7340 -0.7 0.4 -0.8
H -3.8087 -2.7023 3.9546 0.1 0.4 0.5
H -5.1556 -1.5571 4.2542 -0.3 -0.2 0.0
H -5.2490 -3.3520 4.7112 0.0 0.7 0.6
H -5.9489 -3.7512 2.8851 0.0 0.0 -0.2
C 4.2610 1.2271 4.9038 -0.9 1.0 1.8
O 5.0144 0.0687 5.1908 0.1 -0.3 -1.3
H 3.1853 1.0879 5.0117 -0.3 -0.5 0.1
H 4.5189 1.9250 5.7004 -0.1 0.7 -0.3
H 4.3095 1.7683 3.9589 1.2 -0.8 -0.3
H 4.9011 -0.1044 6.1282 0.0 0.0 0.0
```
Positions in Å, forces in eV/Å.

The value obtained for the relative energy (zero: lowest compared OMol25 entry of this formula, charge and spin) is 1458.4 kJ/mol. Its charge is +3. The HOMO-LUMO gap is 2.0 eV. The largest force on an atom is 4.7 eV/Å. For the molar mass, the calculation gives 807.37 g mol⁻¹. For the HOMO energy, the calculation gives -11.73 eV. For the LUMO energy, the calculation gives -0.359 Ha.